[1]
Here is C9H11NO3S in the gas phase at a distorted geometry from OMol25. Energies are from ωB97M-V with the def2-TZVPD basis set.

Positions of all 25 atoms, in Å:
N1 0.4109 -1.1288 -3.9494
C1 -0.0790 -0.3222 2.3854
C2 -0.2043 0.5610 1.3309
H1 -0.3035 -1.8701 -0.3751
H2 1.4145 -0.2326 -0.9473
S1 -1.4127 0.2066 0.0536
H3 -0.3562 -0.4859 -4.0327
C3 0.6108 -0.3710 -1.6719
C4 1.1338 -1.2387 -2.8134
O1 -2.5647 -0.4136 0.6502
O2 -1.6183 1.3876 -0.7450
H4 2.4423 1.2224 4.0135
H5 -0.7424 -1.1710 2.4401
C5 1.5553 1.9177 2.1961
H6 0.9880 -0.7589 4.1883
C6 0.5983 1.6793 1.2231
C7 -0.5808 -1.0320 -1.0074
H7 0.4507 2.3495 0.3911
C8 1.6955 1.0358 3.2564
H8 0.6761 -1.6748 -4.7522
H9 -1.3349 -1.3488 -1.7249
H10 2.1891 2.7887 2.1280
C9 0.8789 -0.0804 3.3561
H11 0.2967 0.6038 -2.0503
O3 2.0833 -1.9770 -2.7069

Multiplicity = 1
Net charge = 0
Lowest unoccupied orbital energy = 0.491 eV
Orbital gap = 0.38484 hartree
ΔE to the lowest compared entry with this formula, charge and spin = 44.7 kJ/mol
Structure (SMILES) = NC(=O)CCS(=O)(=O)c1ccccc1

And the natural (NBO) charges, in e, turn out to be: number 1, N, carries -0.827; number 2, C, carries -0.215; number 3, C, carries -0.259; number 4, H, carries 0.244; number 5, H, carries 0.243; number 6, S, carries 2.159; number 7, H, carries 0.396; number 8, C, carries -0.528; number 9, C, carries 0.676; number 10, O, carries -0.937; number 11, O, carries -0.952; number 12, H, carries 0.220; number 13, H, carries 0.240; number 14, C, carries -0.209; number 15, H, carries 0.223; number 16, C, carries -0.215; number 17, C, carries -0.628; number 18, H, carries 0.244; number 19, C, carries -0.182; number 20, H, carries 0.407; number 21, H, carries 0.247; number 22, H, carries 0.222; number 23, C, carries -0.207; number 24, H, carries 0.239; number 25, O, carries -0.602



[2]
Here is C6H14NO3P in the gas phase at a distorted geometry from OMol25. Energies are from ωB97M-V with the def2-TZVPD basis set.

Positions of all 25 atoms, in Å:
H1 1.0685 -0.1984 0.9659
H2 -2.0093 0.8287 1.6221
H3 0.4873 -2.0015 2.3279
O1 3.0108 2.5492 0.0599
C1 -0.0036 0.1305 0.5805
H4 -2.1157 -1.7588 0.6029
C2 -1.1524 0.0325 1.7701
O2 -1.8772 0.0767 -2.8429
H5 -2.6062 -1.7388 2.4342
C3 -1.7148 -1.5382 1.7026
C4 -0.4467 -2.6053 1.9165
C5 -0.5219 0.1260 -2.9414
P1 2.4677 2.4468 -1.4221
N1 0.1127 1.4973 -0.0572
H6 -0.1980 -3.1954 0.9163
H7 -0.6154 0.1322 2.8313
H8 3.4269 1.7483 -2.2781
H9 1.9882 3.6854 -1.9805
H10 -0.3151 -0.6880 -0.2278
H11 -0.8162 1.9164 -0.2889
H12 -0.6953 -3.4077 2.7629
O3 0.1283 1.3950 -2.5688
H13 0.0451 -0.8438 -3.3072
H14 1.4182 0.1631 -1.2416
C6 0.9341 1.2477 -1.3368

Multiplicity = 1
Net charge = 0
Lowest unoccupied orbital energy = -0.213 eV
Orbital gap = 0.34570 hartree
ΔE to the lowest compared entry with this formula, charge and spin = 535.0 kJ/mol
Structure (SMILES) = CCCCN[C@@H](OC=O)[PH2]=O

And the natural (NBO) charges, in e, turn out to be: number 1, H, carries 0.215; number 2, H, carries 0.223; number 3, H, carries 0.211; number 4, O, carries -1.045; number 5, C, carries -0.234; number 6, H, carries 0.204; number 7, C, carries -0.421; number 8, O, carries -0.534; number 9, H, carries 0.219; number 10, C, carries -0.414; number 11, C, carries -0.652; number 12, C, carries 0.588; number 13, P, carries 1.363; number 14, N, carries -0.643; number 15, H, carries 0.218; number 16, H, carries 0.218; number 17, H, carries -0.043; number 18, H, carries -0.036; number 19, H, carries 0.160; number 20, H, carries 0.387; number 21, H, carries 0.222; number 22, O, carries -0.563; number 23, H, carries 0.186; number 24, H, carries 0.204; number 25, C, carries -0.033



Number 1: total energy -1028.2253 hartree. Number 2: total energy -858.6557 hartree.